(1)
Here is a structure of composition C32H33MoN4P from the Open Molecules 2025 dataset. Energies are from ωB97M-V/def2-TZVPD.

Geometry as XYZ:
```
71
Properties=species:S:1:pos:R:3:lowdin_charge:R:1
Mo 0.28275 0.28424 -0.37214 1.58
C -2.16985 1.90495 -1.29754 -0.11
C -2.57669 1.50299 0.12092 -0.10
C -1.64144 2.08909 1.14641 -0.26
C -2.05273 3.03642 2.05923 0.04
C -1.13532 3.58140 2.95067 0.05
C 0.18835 3.15183 2.91641 0.01
C 0.54527 2.21262 1.98504 -0.10
N -0.34356 1.68540 1.10361 -0.08
N -1.08071 1.03141 -1.87162 -0.25
C -1.64302 -0.19445 -2.52740 -0.08
C -0.48251 -1.05894 -2.95441 -0.28
C -0.49290 -1.87052 -4.06520 0.04
C 0.65438 -2.59546 -4.37642 0.04
C 1.78491 -2.46099 -3.57833 0.01
C 1.72597 -1.63188 -2.47892 -0.10
N 0.60688 -0.94740 -2.16119 -0.10
C -0.28308 1.81526 -2.88800 -0.06
C 0.94619 2.42886 -2.28377 -0.22
C 1.51583 3.58175 -2.77313 0.05
C 2.73428 4.01223 -2.25667 0.05
C 3.35271 3.26869 -1.25717 0.02
C 2.72357 2.14113 -0.78881 -0.08
N 1.53570 1.72433 -1.28433 -0.06
H -3.02038 1.87107 -1.97896 0.15
H -1.79568 2.92656 -1.28881 0.15
H -3.58672 1.86133 0.30982 0.15
H -2.62104 0.41264 0.22160 0.09
H -3.08917 3.34908 2.07464 0.15
H -1.44892 4.33493 3.66336 0.15
H 0.92815 3.54602 3.60043 0.14
H 1.56354 1.84857 1.93163 0.10
H -2.28264 -0.71216 -1.80798 0.13
H -2.26885 0.08947 -3.37525 0.16
H -1.37243 -1.92452 -4.69573 0.15
H 0.66878 -3.24644 -5.24254 0.15
H 2.70125 -2.99032 -3.80668 0.14
H 2.58563 -1.49632 -1.83375 0.13
H 0.04082 1.13709 -3.67540 0.15
H -0.92403 2.56085 -3.35627 0.16
H 1.02337 4.13066 -3.56665 0.15
H 3.19729 4.91590 -2.63471 0.15
H 4.30756 3.56416 -0.84315 0.14
H 3.17330 1.53944 -0.00912 0.11
C 0.15000 -3.57500 -0.29050 -0.16
P 0.06334 -2.00539 0.59115 0.95
C -1.52631 -1.82414 1.35009 -0.37
C -2.65909 -2.48186 0.81024 -0.07
C -3.83356 -2.48940 1.52388 0.00
C -3.91050 -1.81139 2.75152 0.04
C -2.81139 -1.11184 3.26357 -0.01
C -1.62677 -1.09462 2.56322 -0.08
C 1.35424 -1.89042 1.80072 -0.39
C 1.41108 -2.66477 2.95825 -0.03
C 2.51475 -2.53182 3.78926 0.01
C 3.53628 -1.63492 3.47589 0.01
C 3.47949 -0.85281 2.32641 -0.03
C 2.38614 -0.99270 1.48962 -0.15
H -0.16114 -4.34494 0.41826 0.09
H 1.18389 -3.75938 -0.57883 0.07
H -0.49090 -3.61154 -1.17168 0.06
H -2.59911 -3.02639 -0.12508 0.12
H -4.69235 -3.03183 1.14944 0.14
H -4.83705 -1.83492 3.31316 0.14
H -2.88846 -0.60219 4.21570 0.14
H -0.76538 -0.57539 2.96556 0.11
H 0.61892 -3.36017 3.21096 0.13
H 2.58336 -3.13398 4.68570 0.14
H 4.39472 -1.55281 4.13037 0.14
H 4.29203 -0.17775 2.08986 0.13
H 2.35897 -0.43861 0.53955 0.04
```

spin multiplicity	3
molecular weight	600.56	g mol⁻¹
frontier orbital gap (spin up / spin down)	5.93 / 7.04	eV
total charge	+4
calculated total energy	-1866.349258	a.u.
ΔE to the lowest compared entry with this formula, charge and spin	0.000	eV



(2)
Here is the ion C32H33N2O2 with charge +1 from the Open Molecules 2025 dataset. Energies are from ωB97M-V/def2-TZVPD.

Geometry as XYZ:
```
69
Properties=species:S:1:pos:R:3:nbo_charge:R:1
C -2.93280 -0.37618 -2.85449 -0.63
C -3.24027 -0.62925 -1.41917 -0.07
O -1.91814 -1.08317 -0.92004 -0.49
C -1.94433 -1.20294 0.41814 0.78
O -3.01880 -1.06621 1.00091 -0.61
C -0.61201 -1.53682 0.99282 -0.17
C 0.36423 -0.24882 1.30271 -0.22
C 0.87848 0.60966 0.20870 -0.49
C 0.29435 1.75027 -0.38187 0.16
N 0.07021 1.85842 -1.71739 -0.38
C -0.35317 3.13859 -2.27943 -0.24
C -1.52016 3.76723 -1.56353 -0.07
C -1.79648 5.13619 -1.70983 -0.15
C -2.83821 5.72882 -0.97545 -0.21
C -3.60877 4.96433 -0.08604 -0.21
C -3.30537 3.61215 0.09202 -0.21
C -2.32924 3.00865 -0.71649 -0.23
C 0.45711 0.80541 -2.66666 -0.26
C 1.91433 0.46704 -2.76601 0.03
C 2.30674 -0.84755 -2.50069 -0.23
C 3.66182 -1.18676 -2.45832 -0.22
C 4.63321 -0.21987 -2.75022 -0.21
C 4.23543 1.08258 -3.08663 -0.20
C 2.87376 1.42223 -3.11342 -0.23
C 1.46168 -0.75181 2.25038 -0.05
C 1.18454 -1.04656 3.61397 -0.22
C 2.03948 -1.87664 4.33624 -0.22
C 3.27615 -2.25982 3.80361 -0.22
C 3.65193 -1.78976 2.53713 -0.22
C 2.76640 -1.00907 1.79147 -0.16
N -0.77069 -2.63791 1.94483 -0.28
C -1.83970 -2.68519 2.80973 0.08
C -2.00338 -3.81613 3.60729 -0.23
C -0.93466 -4.68908 3.82445 -0.10
C 0.23643 -4.41363 3.13177 -0.22
C 0.28650 -3.47116 2.14537 0.10
H -3.84494 -0.13637 -3.38057 0.23
H -2.27058 0.48383 -2.93864 0.21
H -2.47373 -1.25006 -3.30329 0.22
H -3.55947 0.25753 -0.88294 0.20
H -3.95651 -1.42409 -1.23441 0.20
H 0.05820 -1.90805 0.16307 0.26
H -0.55870 0.14227 1.74910 0.22
H 1.86953 0.36233 -0.20129 0.22
H -0.09098 2.62485 0.20832 0.22
H -0.62085 3.01490 -3.34358 0.23
H 0.48693 3.84506 -2.30244 0.21
H -1.17792 5.74848 -2.38205 0.21
H -3.06439 6.79401 -1.09635 0.23
H -4.44400 5.40246 0.45330 0.23
H -3.81903 2.99890 0.83908 0.22
H -2.13142 1.93579 -0.62665 0.21
H -0.11744 -0.12386 -2.45825 0.23
H 0.12312 1.12451 -3.67765 0.22
H 1.54537 -1.59825 -2.28475 0.21
H 3.95545 -2.21864 -2.23048 0.22
H 5.69324 -0.48482 -2.73785 0.23
H 4.98850 1.83022 -3.36795 0.23
H 2.55833 2.43435 -3.37731 0.21
H 0.22269 -0.73790 4.04443 0.22
H 1.72431 -2.26123 5.30418 0.22
H 3.98417 -2.80248 4.39804 0.23
H 4.62150 -2.03978 2.10605 0.23
H 3.03458 -0.74619 0.73337 0.22
H -2.62559 -1.91725 2.70370 0.29
H -3.00431 -3.99995 3.99479 0.26
H -1.04300 -5.57131 4.44440 0.25
H 1.13857 -5.00922 3.31858 0.26
H 1.17177 -3.27728 1.52018 0.26
```

molecular weight	477.63	g mol⁻¹
frontier orbital gap	5.95	eV
total charge	+1
calculated total energy	-1498.841401	a.u.
ΔE to the lowest compared entry with this formula, charge and spin	2.202	eV
SMILES string	CCOC(=O)[C@@H]([C@H](/C=C/N(Cc1ccccc1)Cc1ccccc1)c1ccccc1)[n+]1ccccc1



(3)
Here is a structure of composition C32H34As2F5O3PTeV from the Open Molecules 2025 dataset. Energies are from ωB97M-V/def2-TZVPD.

Geometry as XYZ:
```
79
Properties=species:S:1:pos:R:3:lowdin_charge:R:1
V -1.11774 -1.49858 0.35815 0.36
C -1.08887 0.37111 3.19420 -0.41
C -1.48582 1.31751 2.06655 -0.45
As -0.10665 2.67404 1.62527 1.33
C -0.75080 3.98531 2.92085 -0.41
C 0.04178 4.21433 4.04119 -0.13
C -0.38321 5.07931 5.04304 -0.09
C -1.60099 5.72973 4.92302 -0.09
C -2.39414 5.51306 3.80262 -0.08
C -1.97290 4.64376 2.80894 -0.11
C -0.93122 3.39095 0.00346 -0.41
C -1.63681 2.61996 -0.91405 -0.12
C -2.10882 3.17890 -2.09599 -0.08
C -1.88203 4.51670 -2.37592 -0.09
C -1.16857 5.29299 -1.47163 -0.09
C -0.69222 4.73148 -0.29779 -0.13
As 0.20357 -0.98634 2.59234 1.28
C 1.87717 -0.02895 2.71916 -0.43
C 2.21537 0.66580 3.87859 -0.14
C 3.36589 1.43500 3.91615 -0.09
C 4.18547 1.51051 2.79524 -0.08
C 3.86078 0.80531 1.64823 -0.07
C 2.70666 0.03170 1.60716 -0.11
C 0.26793 -2.16863 4.12635 -0.37
C 1.49217 -2.57116 4.64989 -0.10
C 1.53737 -3.45194 5.72189 -0.08
C 0.36174 -3.93431 6.27650 -0.09
C -0.86130 -3.53884 5.75338 -0.08
C -0.91043 -2.66267 4.67983 -0.13
H -1.96296 -0.19421 3.52636 0.06
H -0.69882 0.90781 4.06180 0.07
H -2.39597 1.85811 2.33583 0.07
H -1.72897 0.78538 1.13708 0.00
H 1.00289 3.71905 4.13128 0.08
H 0.24129 5.24842 5.91106 0.10
H -1.93226 6.40861 5.69829 0.10
H -3.34332 6.02493 3.70503 0.10
H -2.59564 4.48297 1.93566 0.10
H -1.83083 1.56584 -0.74613 0.07
H -2.64894 2.55570 -2.79768 0.11
H -2.24961 4.95231 -3.29593 0.10
H -0.97806 6.33761 -1.68262 0.10
H -0.13480 5.35268 0.39527 0.10
H 1.58031 0.60788 4.75605 0.11
H 3.62601 1.97606 4.81730 0.10
H 5.08126 2.11766 2.82266 0.10
H 4.50112 0.85773 0.77742 0.11
H 2.45064 -0.50763 0.70378 0.08
H 2.41593 -2.19893 4.22438 0.10
H 2.49498 -3.76041 6.12096 0.10
H 0.39841 -4.62032 7.11278 0.10
H -1.78228 -3.91645 6.17868 0.11
H -1.87322 -2.37684 4.27279 0.05
F 1.38107 -3.17650 -0.03016 -0.01
C 0.52928 -2.36863 -0.75992 -0.42
F 1.32710 -1.28115 -1.16729 -0.03
C 0.23661 -3.13280 -2.04833 -0.61
F -0.39049 -2.33886 -2.93197 0.14
F 1.33961 -3.61226 -2.64716 0.14
F -0.57003 -4.17752 -1.79489 0.13
C -5.09094 1.75801 0.57818 -0.06
C -5.54119 0.43790 0.00446 -0.25
O -4.84109 -0.64062 0.67576 -0.29
P -3.92667 -1.65887 -0.13981 0.11
O -2.75955 -0.95091 -0.80874 -0.44
Te -3.02075 -3.24119 1.37945 0.65
O -4.84468 -2.22312 -1.30319 -0.26
C -5.96701 -3.07813 -0.99305 -0.28
C -6.54802 -3.56686 -2.29517 -0.07
H -5.64932 2.57337 0.11530 0.09
H -4.03107 1.92369 0.38900 0.05
H -5.26672 1.78669 1.65383 0.08
H -5.36001 0.37833 -1.07011 0.12
H -6.60212 0.26374 0.18597 0.12
H -6.69382 -2.50368 -0.41360 0.12
H -5.60842 -3.90616 -0.37713 0.09
H -6.91742 -2.73455 -2.89345 0.08
H -7.37776 -4.24606 -2.09754 0.08
H -5.79200 -4.10124 -2.86881 0.08
```

spin multiplicity	4
molecular weight	920.97	g mol⁻¹
frontier orbital gap (spin up / spin down)	8.18 / 8.73	eV
total charge	0
calculated total energy	-7989.847348	a.u.